Record 1
Computed, not measured: 2 unconnected molecules or ions with the total composition C3H11N3O, with ωB97M-V with the def2-TZVPD basis set.

Positions of all 18 atoms, in Å:
H -0.64606 2.95176 0.78527
N -0.33060 2.04864 0.45699
C -0.93318 1.14600 1.13247
N -0.50838 -0.14949 1.17991
C -1.30038 -1.16606 1.85157
H -1.84513 1.34986 1.70279
H 0.12461 -0.41912 0.42639
H -1.91618 -1.72259 1.14456
H -1.97320 -0.68498 2.55922
H -0.65260 -1.81234 2.43855
N 1.36137 -1.04181 -1.13625
C 1.06118 -0.00827 -2.15429
O 1.58710 1.21956 -1.77701
H 1.22693 -1.97716 -1.50836
H 2.32318 -0.96119 -0.81835
H 1.35525 -0.29924 -3.16463
H -0.03300 0.07677 -2.14081
H 1.09909 1.44968 -0.97801

Results
- Frontier orbital gap: 9.77 eV
- HOMO energy: -8.8 eV
- M: 105.14 g mol⁻¹
- Structure (SMILES): [H]/N=C/NC.NCO
- Spin multiplicity: 1

---

Record 2
Computed, not measured: 2 unconnected molecules or ions with the total composition C25H31BNO5, with ωB97M-V with the def2-TZVPD basis set.

Positions of all 63 atoms, in Å:
C -4.62176 0.63385 -1.51124
C -3.44658 -0.15958 -1.70093
C -3.31037 -1.46399 -2.13539
C -1.90122 -1.71346 -2.10359
C -1.29395 -0.44558 -2.02376
B -0.60182 0.65056 2.10215
O -0.67259 1.82100 1.41679
C -1.61521 2.67099 2.12122
C -1.79084 2.00903 3.52952
N -1.61699 0.51786 3.19557
C -2.99231 0.01247 2.80567
C -0.89878 -0.44680 4.13290
C 0.08603 -1.22360 3.18177
O 0.24937 -0.37770 1.94810
O -2.20624 0.45404 -1.58668
H -5.39531 0.02671 -2.01188
H -4.89248 0.73918 -0.44987
H -4.57850 1.65535 -1.91393
H -4.12138 -2.14295 -2.47936
H -1.45445 -2.66535 -1.77586
H -1.21099 3.69562 2.05738
H -2.58161 2.64953 1.57934
H -1.01678 2.32288 4.24062
H -2.77325 2.16285 3.98074
H -3.63112 -0.09055 3.70409
H -3.51492 0.68866 2.09766
H -2.87629 -0.94992 2.30054
H -0.31823 0.08234 4.89997
H -1.63273 -1.05957 4.63012
H 1.12458 -1.37003 3.48590
H -0.31465 -2.20723 2.87857
C 3.15735 3.61087 2.22683
O 2.42681 4.12101 1.10795
C 2.13615 3.24692 0.10316
C 1.09399 3.59828 -0.78049
C 0.33939 2.58764 -1.37759
C 0.76031 1.24567 -1.32229
C 0.03385 0.06781 -2.15399
C 0.91417 -1.15336 -2.33601
C 1.00075 -1.55359 -3.65925
C 1.71552 -2.65220 -4.00843
C 2.32787 -3.37882 -2.96681
O 3.06031 -4.42257 -3.42887
C 3.92824 -5.09238 -2.51202
C 2.19691 -3.04282 -1.58366
C 1.33855 -1.97856 -1.29221
C 1.95325 0.98220 -0.64802
C 2.68932 1.96006 0.01295
H 3.11970 4.37182 2.99616
H 2.71447 2.67674 2.58392
H 4.19008 3.41907 1.93345
H 0.89272 4.66778 -0.94897
H -0.59316 2.86933 -1.89987
H -0.12706 0.61928 -3.07934
H 0.49045 -0.95506 -4.40375
H 1.92522 -2.95343 -5.03302
H 4.32760 -5.90768 -3.12274
H 4.70720 -4.39641 -2.16637
H 3.35705 -5.46659 -1.64500
H 2.75160 -3.51867 -0.76153
H 1.00488 -1.75741 -0.25572
H 2.32725 -0.03680 -0.61919
H 3.66063 1.74527 0.44457

Results
- Frontier orbital gap: 7.22 eV
- HOMO energy: -9.9 eV
- M: 436.34 g mol⁻¹
- Spin multiplicity: 1
- Net charge: +1

---

Record 3
Computed, not measured: a single C23H29N3O2S2 molecule, with ωB97M-V with the def2-TZVPD basis set.

Positions of all 59 atoms, in Å:
C -3.88791 0.28731 -2.09655
N -4.01467 -1.12949 -1.82882
C -4.63116 -1.43585 -0.55303
C -3.68648 -1.24157 0.64154
N -2.51515 -2.07118 0.44185
C -1.69415 -2.27462 1.60831
C -1.07800 -1.01429 2.26955
C 0.06078 -0.46492 1.48504
C 0.15311 0.74435 0.91595
C -0.88263 1.78286 0.99843
C -1.46288 2.14978 2.21120
C -2.48650 3.07702 2.25811
C -2.94407 3.66841 1.09031
C -2.34071 3.36556 -0.11474
C -1.30483 2.44214 -0.15587
S -0.53702 2.12852 -1.72241
C 1.08541 1.69842 -1.18648
C 2.14646 1.96462 -2.04538
C 3.43264 1.61743 -1.67845
C 3.64021 1.01467 -0.45080
S 5.28359 0.54536 0.06931
O 5.48255 0.96299 1.42544
O 6.23717 0.96727 -0.91956
N 5.12259 -1.14230 0.07946
C 5.06018 -1.66108 -1.26722
C 6.10555 -1.79434 0.91824
C 2.59552 0.74451 0.40674
C 1.29173 1.07015 0.04672
C -1.82316 -1.68513 -0.77219
C -2.77796 -1.87501 -1.95942
H -3.26245 0.83568 -1.37981
H -4.88376 0.73033 -2.08838
H -3.46074 0.41745 -3.08997
H -5.52143 -0.81575 -0.43100
H -4.93569 -2.48620 -0.58469
H -4.18936 -1.55609 1.55895
H -3.43197 -0.17019 0.73561
H -2.32504 -2.76911 2.35434
H -0.89295 -2.96574 1.33123
H -1.86448 -0.27404 2.40740
H -0.71226 -1.31512 3.25528
H 0.86698 -1.16680 1.30874
H -1.08881 1.70879 3.12272
H -2.92968 3.33866 3.20699
H -3.75363 4.38130 1.12097
H -2.65998 3.83932 -1.03040
H 1.95066 2.44163 -2.99336
H 4.27960 1.81442 -2.31580
H 5.99984 -1.50097 -1.80797
H 4.25876 -1.14655 -1.79454
H 4.83887 -2.72716 -1.22983
H 7.09509 -1.82220 0.44815
H 6.16661 -1.22817 1.84425
H 5.77619 -2.81207 1.12937
H 2.80792 0.28691 1.35930
H -0.94835 -2.32628 -0.90061
H -1.48193 -0.63912 -0.74225
H -2.28258 -1.58050 -2.88647
H -3.04562 -2.93400 -2.02350

Results
- Frontier orbital gap: 8.14 eV
- HOMO energy: -7.7 eV
- M: 443.64 g mol⁻¹
- Structure (SMILES): CN1CCN(CC/C=C2\c3ccccc3Sc3ccc(S(=O)(=O)N(C)C)cc32)CC1
- Spin multiplicity: 1

---

Record 4
Computed, not measured: a single C3H3N3 molecule, with ωB97M-V with the def2-TZVPD basis set.

Positions of all 9 atoms, in Å:
N -0.74704 2.69807 -0.39374
C -0.20839 1.80317 0.10574
C 0.43717 0.63323 0.67861
N 1.53633 -0.02959 -0.17706
C 0.42698 -0.60355 -0.06871
N -0.31626 -1.66192 -0.48788
H 0.53039 0.62839 1.76081
H -1.14938 -1.80319 0.06167
H -0.50980 -1.66459 -1.47945

Results
- Frontier orbital gap: 10.77 eV
- HOMO energy: -10.3 eV
- M: 81.08 g mol⁻¹
- Structure (SMILES): N#C[C@@H]1N=C1N
- Spin multiplicity: 1

---

Record 5
Computed, not measured: 2 unconnected molecules or ions with the total composition C6H12N4O2, with ωB97M-V with the def2-TZVPD basis set.

Positions of all 24 atoms, in Å:
O -2.40764 2.00096 -0.02524
C -2.29156 0.80670 -0.05769
N -2.46842 -0.10984 -1.09799
N -2.22675 -1.27986 -0.64282
N -1.90052 -1.20599 0.61188
O -1.91026 0.06956 1.07778
H -1.66554 -1.97165 1.20760
C 0.37401 -0.35021 0.24564
C 1.86389 -0.39488 -0.02402
C 2.34118 -1.82122 -0.25100
C 2.67200 0.45376 0.98469
C 2.68510 1.55073 -0.09452
N 2.29997 0.53709 -1.09548
H 0.13530 -0.93414 1.11855
H -0.17813 -0.75530 -0.63803
H 0.03693 0.67238 0.41927
H 2.16330 -2.44118 0.63024
H 1.80550 -2.26319 -1.09626
H 3.41054 -1.82771 -0.48265
H 2.17658 0.69187 1.94252
H 3.67144 0.04889 1.19262
H 1.98057 2.29225 0.06557
H 3.65421 2.04260 -0.30242
H 1.55482 0.82201 -1.72518

Results
- Frontier orbital gap: 8.79 eV
- HOMO energy: -9.0 eV
- M: 172.19 g mol⁻¹
- Structure (SMILES): O=c1nn[nH]o1.CC1(C)CCN1
- Spin multiplicity: 1

---

Record 6
Computed, not measured: a gas-phase ion, C4H5N4 (charge +1), with ωB97M-V with the def2-TZVPD basis set.

Positions of all 13 atoms, in Å:
C -0.02337 0.92172 -0.86088
C -0.89898 -0.17798 -0.22635
C -2.19011 0.44551 0.10847
N -3.17684 0.93692 0.37672
N -1.10011 -1.28039 -1.10130
N -0.71346 -2.33680 -0.58572
C -0.22325 -2.08970 0.67564
N -0.30705 -0.82096 0.94567
H 0.94966 0.51200 -1.12474
H 0.09370 1.75335 -0.16965
H -0.51549 1.27280 -1.76622
H 0.16414 -2.86716 1.31456
H -0.03087 -0.34347 1.79772

Results
- Frontier orbital gap: 9.04 eV
- HOMO energy: -16.3 eV
- M: 109.11 g mol⁻¹
- Structure (SMILES): C[C@@]1(C#N)N=NC=[NH+]1
- Spin multiplicity: 1
- Net charge: +1

---

Record 7
Computed, not measured: a gas-phase ion, C6H14N3O2 (charge +1), with ωB97M-V with the def2-TZVPD basis set.

Positions of all 25 atoms, in Å:
C 2.96859 -0.32897 -0.62205
N 2.66464 -0.00873 0.77897
C 1.25717 0.33596 1.04842
C 0.23932 -0.47842 0.24947
C -0.95569 -0.95510 1.09622
N -2.17110 -0.83452 0.21229
C -1.88412 0.03672 -1.00940
O -2.84498 1.06042 -0.97430
N -2.32494 2.38221 -0.61297
O -2.27182 2.51720 0.53172
C -0.39834 0.39172 -0.87663
H 2.44326 0.28550 -1.35580
H 4.03352 -0.27057 -0.78107
H 2.69893 -1.36068 -0.81988
H 3.19176 0.83324 0.97786
H 1.08207 1.40129 0.93535
H 1.08201 0.12099 2.10027
H 0.61427 -1.38590 -0.19448
H -0.83979 -2.01894 1.24891
H -1.06474 -0.50566 2.07136
H -2.92342 -0.41630 0.75974
H -2.48351 -1.73817 -0.13889
H -2.02265 -0.51039 -1.92742
H -0.14184 1.43756 -0.90854
H 0.05140 0.00955 -1.78917

Results
- Frontier orbital gap: 7.72 eV
- HOMO energy: -12.2 eV
- M: 160.20 g mol⁻¹
- Structure (SMILES): CNC[C@H]1C[NH2+][C@@H](ON=O)C1
- Spin multiplicity: 1
- Net charge: +1

---

Record 8
Computed, not measured: a molecular structure, H11Na3O6, with ωB97M-V with the def2-TZVPD basis set.

Positions of all 20 atoms, in Å:
Na 6.05899 8.23480 -13.14718
Na 8.05691 6.67371 -13.19808
Na 6.16650 8.54127 -15.52089
O 7.05139 7.60102 -14.26219
H 6.88182 7.00817 -15.02002
O 5.22127 6.95720 -15.81386
H 4.70128 6.15600 -15.87634
H 5.10935 7.24592 -14.90812
O 8.17880 9.12231 -14.19951
H 8.97650 8.64720 -13.96678
H 7.50236 8.44674 -14.24714
O 6.95520 5.87906 -16.86512
H 7.63023 5.40043 -17.34622
H 7.25374 5.86599 -15.95576
O 6.20255 5.40241 -14.53058
H 5.35476 5.14772 -14.16640
H 6.28867 6.33031 -14.31194
O 8.59060 7.19617 -15.38243
H 9.21285 7.36920 -14.67597
H 7.75544 7.52853 -15.05338

Results
- Frontier orbital gap: 8.61 eV
- HOMO energy: -18.1 eV
- M: 176.05 g mol⁻¹
- Spin multiplicity: 1
- Net charge: +2

---

What did the fourth record say?
Computed, not measured: a single C3H3N3 molecule, with ωB97M-V with the def2-TZVPD basis set.

Positions of all 9 atoms, in Å:
N -0.74704 2.69807 -0.39374
C -0.20839 1.80317 0.10574
C 0.43717 0.63323 0.67861
N 1.53633 -0.02959 -0.17706
C 0.42698 -0.60355 -0.06871
N -0.31626 -1.66192 -0.48788
H 0.53039 0.62839 1.76081
H -1.14938 -1.80319 0.06167
H -0.50980 -1.66459 -1.47945

Results
- Frontier orbital gap: 10.77 eV
- HOMO energy: -10.3 eV
- M: 81.08 g mol⁻¹
- Structure (SMILES): N#C[C@@H]1N=C1N
- Spin multiplicity: 1

---

Among the records above, which one has the lowest M? C3H3N3